1.
Computed, not measured: an isolated molecule of C10H14Si in a non-equilibrium geometry, with the ωB97M-V functional and the def2-TZVPD basis.

Its HOMO energy is -9.25 eV. As for the molar mass: 162.31 g mol⁻¹. The HOMO-LUMO gap comes out at 10.2 eV. For the energy relative to the best compared isomer or geometry (same formula, charge and spin), the calculation gives 282.2 kJ/mol. As for the SMILES: C=C(C)[Si@@H](C)c1ccccc1.

Structure (ORCA input):
```
! RIJCOSX wB97M-V def2-TZVPD def2/J DEFGRID3
* xyz 0 1
C 0.29404 -1.18354 -1.98008
C -0.48594 -1.78232 -1.18446
C -0.77975 -3.23216 -1.26432
Si -0.92243 -0.72165 0.38271
C -0.23027 -1.89823 1.87495
C 0.01836 1.02873 0.28034
C 1.35739 1.32775 0.30886
C 1.80568 2.58852 0.38833
C 0.91625 3.66819 0.41459
C -0.46138 3.36500 0.36772
C -0.89647 2.11208 0.27443
H 0.65012 -0.12869 -1.83452
H 0.75577 -1.59681 -2.93071
H -1.85147 -3.62085 -1.23740
H -0.21378 -3.79838 -0.42682
H -0.41692 -3.70658 -2.26090
H -2.43121 -0.41051 0.92951
H -1.04409 -2.40708 2.25754
H 0.55765 -2.52867 1.59572
H 0.15399 -1.19658 2.53621
H 2.07755 0.45820 0.24711
H 2.92349 2.80218 0.43037
H 1.28874 4.66561 0.34480
H -1.06609 4.25352 0.14418
H -1.99920 1.94225 0.34184
*
```

2.
Computed, not measured: a structure of composition C36H41N3O3P2RuS2Te in a non-equilibrium geometry, with the ωB97M-V functional and the def2-TZVPD basis.

Its HOMO energy (spin up / spin down) is -9.05 / -9.33 eV. As for the molar mass: 918.49 g mol⁻¹. The HOMO-LUMO gap (spin up / spin down) comes out at 5.8 / 6.2 eV. For the energy relative to the best compared isomer or geometry (same formula, charge and spin), the calculation gives 242.5 kJ/mol.

Structure (ORCA input):
```
! RIJCOSX wB97M-V def2-TZVPD def2/J DEFGRID3
* xyz 1 2
Ru -0.39365 0.54385 0.57685
O -0.86133 1.85828 3.21487
N -1.02800 0.54811 2.76705
C -2.04686 0.03897 3.31134
C -2.47113 -1.35620 3.11974
C -3.13650 -1.91847 4.21043
C -3.53145 -3.24276 4.20380
C -3.27195 -4.02846 3.09183
C -2.63652 -3.47503 1.99096
C -2.23621 -2.14069 1.98062
P -1.58040 -1.46344 0.41173
C -3.04323 -1.45036 -0.67704
C -2.82761 -1.24556 -2.04188
C -3.89894 -1.15610 -2.91495
C -5.19957 -1.25149 -2.43176
C -5.42190 -1.43943 -1.07646
C -4.34702 -1.53922 -0.19800
C -0.52621 -2.79379 -0.24001
C -1.00906 -3.81201 -1.06032
C -0.16493 -4.84056 -1.45906
C 1.16014 -4.85510 -1.04606
C 1.64985 -3.83488 -0.24086
C 0.81062 -2.80670 0.16069
H 0.08007 2.02576 3.07515
H -2.59850 0.64461 4.02799
H -3.32337 -1.30466 5.08469
H -4.03705 -3.66045 5.06508
H -3.57335 -5.06805 3.07476
H -2.44988 -4.09294 1.12268
H -1.81325 -1.16659 -2.42018
H -3.71968 -1.01636 -3.97437
H -6.03840 -1.17774 -3.11243
H -6.43395 -1.52152 -0.69810
H -4.53204 -1.68771 0.85999
H -2.03644 -3.79541 -1.40335
H -0.54503 -5.63077 -2.09541
H 1.81388 -5.66087 -1.35818
H 2.68867 -3.83559 0.06665
H 1.19140 -2.00492 0.78025
Te 0.79159 0.48399 -1.76076
C 0.40033 0.57956 -3.84020
C 1.36031 0.12431 -4.73544
C 1.08447 0.15203 -6.09591
C -0.13942 0.62122 -6.55441
C -1.08744 1.08261 -5.65089
C -0.81977 1.07153 -4.28754
H 2.31448 -0.25029 -4.38042
H 1.82839 -0.20366 -6.79667
H -0.35360 0.62838 -7.61471
H -2.03732 1.46348 -6.00411
H -1.55640 1.44996 -3.58501
C 6.44202 -0.53977 1.73967
C 5.05066 -1.12688 1.86573
C 4.38817 -0.79429 3.18702
O 4.23367 -0.73448 0.70688
P 3.47721 0.59216 0.34625
S 3.21471 0.47693 -1.63973
S 1.81556 0.79772 1.50066
O 4.53542 1.69680 0.73390
C 4.44656 3.16475 0.73111
C 3.70605 3.69733 -0.47783
C 3.86967 3.66493 2.04146
H 7.08804 -0.98938 2.49517
H 6.42313 0.53902 1.89313
H 6.85981 -0.74500 0.75355
H 5.10296 -2.20536 1.74349
H 4.32754 0.28655 3.32902
H 4.99089 -1.21454 3.99422
H 3.38365 -1.21177 3.24722
H 5.49193 3.45696 0.67228
H 2.65893 3.38316 -0.46338
H 4.15285 3.34573 -1.40705
H 3.74340 4.78727 -0.46042
H 2.79352 3.50307 2.08184
H 4.06898 4.73434 2.13479
H 4.33559 3.15449 2.88562
N -3.60145 1.58302 0.61432
C -2.81923 2.67941 0.43246
C -3.37017 3.97184 0.43599
C -2.54151 5.05094 0.26786
C -1.17243 4.84793 0.08341
C -0.71142 3.55724 0.08236
N -1.50417 2.48852 0.25875
H -4.60020 1.66912 0.58196
H -3.19087 0.68250 0.44538
H -4.43779 4.09418 0.57243
H -2.94888 6.05483 0.27204
H -0.48800 5.67351 -0.05654
H 0.33832 3.33833 -0.06765
*
```

3.
Computed, not measured: a structure of composition C20H9Cl4N5O6Ru in a non-equilibrium geometry, with the ωB97M-V functional and the def2-TZVPD basis.

Its HOMO energy (spin up / spin down) is -4.52 / -5.81 eV. As for the molar mass: 658.20 g mol⁻¹. The HOMO-LUMO gap (spin up / spin down) comes out at 6.3 / 4.7 eV. For the energy relative to the best compared isomer or geometry (same formula, charge and spin), the calculation gives 28.0 kJ/mol.

Structure (ORCA input):
```
! RIJCOSX wB97M-V def2-TZVPD def2/J DEFGRID3
* xyz -1 6
Ru -0.27228 0.16093 0.41279
O 0.81791 -2.84628 6.54772
C 1.51789 -3.10678 5.55895
O 2.47038 -3.88358 5.37778
C 1.11756 -2.30510 4.27565
C 1.82087 -2.48982 3.09036
C 1.44935 -1.79124 1.96433
N 0.40620 -0.94485 1.97913
C -0.28475 -0.76315 3.12041
C 0.05225 -1.40728 4.28684
C -1.49454 0.13794 2.98193
O -2.19006 0.40545 3.92614
O -1.72023 0.54168 1.74289
H 2.64666 -3.18711 3.07331
H 1.96951 -1.89100 1.01992
H -0.51961 -1.22963 5.18623
Cl 2.76383 -1.43219 -3.29556
C 1.44305 -0.34967 -3.42608
C 1.10485 0.20720 -4.60694
C 0.00825 1.10840 -4.68145
Cl -0.35214 1.79756 -6.20651
C -0.79451 1.46155 -3.55608
C -1.88576 2.32819 -3.55730
C -2.57360 2.56881 -2.33262
C -2.18299 1.94515 -1.19740
N -1.11462 1.07471 -1.18909
C -0.42688 0.85921 -2.33465
C 0.68738 -0.02535 -2.21916
O 0.99267 -0.51836 -1.07326
H 1.67095 -0.02632 -5.49703
H -2.19608 2.80771 -4.47324
H -3.41395 3.24709 -2.30456
H -2.67402 2.08511 -0.24468
Cl -3.81348 -3.17035 -2.24349
C -3.18944 -3.34504 -0.60206
Cl -2.13202 -1.98850 -0.14491
H -2.60324 -4.25251 -0.54624
H -4.02097 -3.35058 0.08994
O 0.57398 2.06586 0.96672
N 0.99472 2.85625 0.02552
C 2.25907 3.11904 0.03379
C 2.77077 3.99377 -0.98698
N 3.21991 4.68758 -1.78546
C 3.18217 2.61723 1.02507
N 3.91499 2.22827 1.81934
*
```

4.
Computed, not measured: an isolated molecule of C2H7OPS in a non-equilibrium geometry, with the ωB97M-V functional and the def2-TZVPD basis.

Its HOMO energy is -7.92 eV. As for the molar mass: 110.12 g mol⁻¹. The HOMO-LUMO gap comes out at 8.6 eV. For the energy relative to the best compared isomer or geometry (same formula, charge and spin), the calculation gives 399.3 kJ/mol. As for the SMILES: CS(C)(=O)=P.

Structure (ORCA input):
```
! RIJCOSX wB97M-V def2-TZVPD def2/J DEFGRID3
* xyz 0 1
C -0.87352 -0.70335 0.82932
S -0.23477 0.20657 -0.61958
C 1.56817 0.02020 -0.28554
O -0.48047 -0.63950 -1.80915
P -0.74899 2.18084 -0.37149
H -1.84949 -0.29444 0.99188
H -0.92031 -1.68066 0.62583
H -0.28134 -0.32896 1.67522
H 2.16019 0.32852 -1.03972
H 1.90869 0.36758 0.65525
H 1.73212 -1.12459 -0.15299
H -1.98030 1.66780 -0.49905
*
```

5.
Computed, not measured: a structure of composition C26H48IrOP2 in a non-equilibrium geometry, with the ωB97M-V functional and the def2-TZVPD basis.

Its HOMO energy (spin up / spin down) is -7.21 / -10.93 eV. As for the molar mass: 630.83 g mol⁻¹. The HOMO-LUMO gap (spin up / spin down) comes out at 5.4 / 6.0 eV. For the energy relative to the best compared isomer or geometry (same formula, charge and spin), the calculation gives 6.1 kJ/mol.

Structure (ORCA input):
```
! RIJCOSX wB97M-V def2-TZVPD def2/J DEFGRID3
* xyz 1 5
Ir 0.12756 -0.41507 1.57935
C -0.84426 -2.06102 2.64750
C 0.47790 -2.43883 2.19632
C 0.70802 -0.94619 3.97200
C -0.68802 -1.10276 3.71857
C 1.43201 -1.68410 2.98145
C -2.12843 -2.70075 2.23558
H -2.05512 -3.13349 1.23318
H -2.94302 -1.96906 2.24805
H -2.38883 -3.50619 2.93856
C -1.79574 -0.48586 4.49267
H -2.76467 -0.72096 4.03946
H -1.68589 0.60595 4.52669
H -1.77903 -0.86113 5.52580
C 1.33189 -0.20768 5.09217
H 1.41579 -0.87776 5.96624
H 0.73507 0.65933 5.38637
H 2.34032 0.13024 4.82709
C 2.91622 -1.77045 2.88410
H 3.28960 -2.41256 3.69281
H 3.37586 -0.78083 3.00690
H 3.24226 -2.19597 1.92775
C 0.80934 -3.59300 1.31129
H 0.99410 -4.48148 1.93264
H 1.71728 -3.40230 0.73046
H -0.01542 -3.82570 0.63216
C -1.69995 0.97779 -4.61961
C -1.74855 -0.35894 -4.64816
C -0.97335 -1.25431 -5.57176
C 0.43629 -0.78011 -5.99702
C 1.32564 -0.30915 -4.87931
C 1.37766 0.92799 -4.37063
C 0.59715 2.11971 -4.84771
C -0.80244 1.85441 -5.44953
H -1.54824 -1.44677 -6.49505
H 0.34269 -0.02051 -6.78210
H -0.88659 -2.23970 -5.08507
H -0.69432 1.47027 -6.47067
H -2.41023 1.53419 -3.99312
H -2.49694 -0.87965 -4.03813
H -1.29872 2.83555 -5.53604
H 0.49282 2.81311 -3.99709
H 2.12459 1.15752 -3.59950
H 1.17886 2.68281 -5.59857
H 0.93280 -1.64892 -6.46086
H 2.03012 -1.07269 -4.52196
P -1.16865 -0.12279 -0.23685
C -2.81910 0.54134 -0.15075
C -1.28278 -1.60464 -1.26047
P 1.53952 0.45017 0.03542
C 0.11465 0.93763 -1.04139
C 2.43720 -0.82587 -0.86529
C 2.66298 1.77335 0.40750
H -2.91898 1.28249 0.65386
H -3.50568 -0.29308 0.04150
H -3.07827 0.99536 -1.11469
H -1.34457 -1.29134 -2.31324
H -2.20499 -2.13179 -0.97849
H -0.42632 -2.27543 -1.12081
H 2.96767 2.26128 -0.52452
H 3.54490 1.35083 0.90222
H 2.19509 2.49561 1.08597
H -0.12101 2.00877 -0.95606
H 0.28592 0.66216 -2.09290
H 3.41440 -0.95933 -0.37864
H 2.57487 -0.47105 -1.89690
H 1.90580 -1.78459 -0.87088
C -1.63037 2.99080 2.24147
C -0.19544 2.80784 2.71843
C -0.01437 3.11512 4.20611
O 0.42728 1.57600 2.45766
H -2.27098 2.17575 2.60030
H -1.67236 3.02951 1.14949
H -2.02657 3.94595 2.62126
H 0.39388 3.58273 2.18675
H -0.61871 2.43885 4.82086
H 1.03832 3.00235 4.48469
H -0.30740 4.15105 4.42509
*
```

6.
Computed, not measured: a structure of composition C14H20AlBBrCl24INO in a non-equilibrium geometry, with the ωB97M-V functional and the def2-TZVPD basis.

Its HOMO energy is -4.80 eV. As for the molar mass: 1313.79 g mol⁻¹. The HOMO-LUMO gap comes out at 6.2 eV. For the energy relative to the best compared isomer or geometry (same formula, charge and spin), the calculation gives 30.4 kJ/mol.

Structure (ORCA input):
```
! RIJCOSX wB97M-V def2-TZVPD def2/J DEFGRID3
* xyz -1 1
C 1.24479 0.47577 1.10917
C 2.01937 0.98093 0.33263
C 3.04078 1.47876 -0.55486
Al 4.49254 0.08110 -0.82085
Br 6.12654 1.01073 -2.30619
B 3.68707 -1.77469 -1.53431
N 3.71772 -2.11083 -2.95204
O 3.10703 -2.71147 -0.64894
C 5.28135 -0.35836 1.00778
I 5.44495 1.41561 2.23902
C 6.56421 -1.19935 0.94863
C 7.88162 -0.43602 0.82761
H 0.55921 0.31866 1.90965
H 3.51209 2.31020 -0.02856
H 2.60558 1.80464 -1.49939
H 3.36866 -3.06644 -3.06430
H 4.68333 -2.13499 -3.26920
H 3.74664 -3.36851 -0.35936
H 4.51554 -0.97252 1.48545
H 6.65602 -1.89496 1.79112
H 6.48145 -1.82833 0.05181
H 8.69900 -1.16443 0.88876
H 7.98538 0.03588 -0.14897
H 8.04438 0.27864 1.63017
C -1.80998 0.09512 -2.09842
Cl -1.52246 -0.39213 -3.78093
Cl -0.29905 0.35288 -1.23082
Cl -2.82369 1.54754 -2.02828
H -2.35510 -0.69895 -1.60773
C 2.72211 5.45101 -1.65778
Cl 3.96389 4.22780 -1.86448
Cl 1.16856 4.70090 -1.26981
Cl 3.18326 6.62374 -0.41547
H 2.60558 5.98310 -2.59207
C -4.02445 -1.91813 1.11904
Cl -3.82107 -2.26703 -0.60637
Cl -3.38738 -3.23640 2.09712
Cl -3.24586 -0.39255 1.52265
H -5.08380 -1.82678 1.31764
C -3.55531 5.28318 -1.16594
Cl -4.22453 4.15528 0.01913
Cl -3.74214 6.95262 -0.61401
Cl -1.86799 4.90896 -1.48730
H -4.11102 5.17053 -2.08731
C -7.30062 3.72512 2.56640
Cl -6.03628 2.52002 2.34109
Cl -8.85254 2.95246 2.90609
Cl -6.87058 4.85428 3.85052
H -7.39772 4.28448 1.64521
C 4.46536 3.56992 5.44849
Cl 4.51693 4.79958 4.18852
Cl 4.60685 4.30857 7.05331
Cl 2.99168 2.61433 5.33279
H 5.30986 2.90731 5.30629
C -5.47740 -4.81095 -2.63552
Cl -6.92425 -5.10407 -1.65874
Cl -4.55521 -6.29606 -2.85963
Cl -5.90846 -4.09608 -4.18726
H -4.85845 -4.10539 -2.09851
C -7.77347 -8.70380 -1.21067
Cl -8.98758 -8.50409 0.05541
Cl -6.22727 -9.19649 -0.52607
Cl -8.32157 -9.86238 -2.42493
H -7.63412 -7.74746 -1.69649
*
```

7.
Computed, not measured: a cluster of 2 separate species, C2HFO2 in total in a non-equilibrium geometry, with the ωB97M-V functional and the def2-TZVPD basis.

Its HOMO energy (spin up / spin down) is -0.65 / -1.82 eV. As for the molar mass: 76.03 g mol⁻¹. The HOMO-LUMO gap (spin up / spin down) comes out at 3.9 / 5.0 eV. For the energy relative to the best compared isomer or geometry (same formula, charge and spin), the calculation gives 160.1 kJ/mol.

Structure (ORCA input):
```
! RIJCOSX wB97M-V def2-TZVPD def2/J DEFGRID3
* xyz -1 2
O 0.83644 -1.44985 0.87007
O -0.71699 0.01061 1.67183
C 0.10126 1.28979 -1.46262
C 0.02414 -0.88071 1.49136
F 0.28962 -0.01865 -2.05514
H -0.53448 1.04880 -0.51551
*
```